16
Properties=species:S:1:pos:R:3:forces:R:3 method="wB97M-V/def2-TZVPD" de_lowest_kcal_mol=7.75 homo_ev=-11.6 smiles=CC.CC homo_lumo_gap_ev=12.73 fmax_ev_per_a=2.1
C -1.116870 -1.124252 -0.715321 -0.1 -1.0 0.9
C -1.441863 -1.955453 -1.948269 0.3 -0.5 0.1
H -1.985086 -0.737185 -0.181954 -0.2 0.4 -0.5
H -0.708804 -1.802919 0.043636 0.3 0.1 -0.1
H -0.383493 -0.351073 -0.891413 0.0 0.2 -0.1
H -2.287180 -2.626129 -1.793273 -0.4 0.4 0.0
H -1.576662 -1.343863 -2.836734 -0.2 -0.1 -0.1
H -0.643896 -2.685129 -2.129627 0.2 0.4 -0.2
C 1.460426 1.412147 0.619582 1.1 -0.9 -1.6
C 1.034266 1.816601 1.988470 0.1 0.0 1.6
H 2.401830 1.791780 0.204861 0.0 0.6 0.7
H 1.675073 0.337960 0.575615 -0.4 -0.1 0.2
H 0.777660 1.592875 -0.210611 -0.5 0.2 0.4
H 0.108920 1.312750 2.276300 -0.2 0.3 -0.2
H 0.962484 2.879773 2.221419 -0.3 0.1 -0.6
H 1.723197 1.482118 2.777319 0.2 -0.2 -0.4

=====

16
Properties=species:S:1:pos:R:3:forces:R:3 method="wB97M-V/def2-TZVPD" de_lowest_kcal_mol=13.19 homo_ev=-11.5 smiles=CC.CC homo_lumo_gap_ev=12.62 fmax_ev_per_a=1.8
C 1.742521 1.497499 -1.328165 0.5 0.8 1.0
C 0.495825 1.791669 -0.484588 -0.5 -0.5 -0.5
H 2.333371 2.385789 -1.535685 -0.5 0.4 -0.8
H 2.443453 1.083614 -0.638967 0.6 -1.2 0.3
H 1.642294 0.858160 -2.194250 -0.2 0.0 -0.1
H -0.424347 1.419272 -0.939669 0.0 0.5 -0.4
H 0.509327 1.223492 0.428424 0.3 -0.2 0.6
H 0.395937 2.831876 -0.194145 -0.1 0.2 -0.2
C -0.582006 -2.010531 1.137119 1.0 -1.5 -0.4
C -1.775596 -1.240140 0.594620 0.4 0.6 0.4
H -0.615412 -2.422700 2.143669 -0.7 0.2 0.2
H -0.357498 -2.893670 0.528205 -0.2 0.0 -0.1
H 0.381313 -1.497352 1.117192 -0.3 0.6 -0.1
H -1.361602 -0.359237 0.108703 -0.4 0.2 0.0
H -2.434547 -0.930061 1.404200 0.0 0.2 -0.1
H -2.393027 -1.737687 -0.146665 0.2 -0.4 0.0

=====

16
Properties=species:S:1:pos:R:3:forces:R:3 method="wB97M-V/def2-TZVPD" de_lowest_kcal_mol=13.07 homo_ev=-11.4 smiles=CC.CC homo_lumo_gap_ev=12.43 fmax_ev_per_a=1.9
C 2.461375 1.287306 -1.062756 0.4 0.2 0.4
C 1.507831 0.527403 -0.124312 0.1 1.1 -0.1
H 3.456420 0.881587 -0.919876 0.4 0.0 -0.4
H 2.220844 1.331268 -2.126846 -0.2 -0.6 0.1
H 2.531285 2.361677 -0.800423 -0.2 -0.5 0.3
H 0.513974 0.920435 -0.332691 0.1 0.1 0.7
H 1.860344 0.667993 0.915600 -0.6 0.3 -0.4
H 1.412597 -0.543294 -0.205637 0.4 -0.4 -0.7
C -2.729760 -1.100369 0.814220 0.4 -1.1 -0.4
C -1.344308 -0.655608 0.371191 1.1 -1.3 -0.9
H -3.422453 -1.332617 -0.006457 0.1 0.7 0.1
H -2.635329 -2.071434 1.296414 0.1 -0.2 0.2
H -3.151845 -0.468372 1.569455 -0.4 0.6 0.1
H -1.185978 0.369288 0.085952 -0.5 0.5 0.4
H -0.950488 -1.188066 -0.521633 -0.9 0.0 0.1
H -0.544507 -0.987190 1.047794 -0.4 0.6 0.5

=====

16
Properties=species:S:1:pos:R:3:forces:R:3 method="wB97M-V/def2-TZVPD" de_lowest_kcal_mol=27.27 homo_ev=-11.3 smiles=CC.CC homo_lumo_gap_ev=12.44 fmax_ev_per_a=4.3
C 2.071355 2.009032 0.863763 0.7 -1.1 -1.6
C 1.548455 0.612216 1.223505 -1.3 0.0 1.2
H 3.114558 1.806431 0.376769 -1.7 0.9 1.1
H 1.455263 2.559264 0.071187 0.8 -0.6 1.4
H 2.143409 2.478105 1.845533 0.2 0.9 -0.6
H 1.851706 0.337196 2.234944 0.9 -0.1 -0.2
H 0.478747 0.444819 1.392950 -0.3 0.9 -0.5
H 1.778329 -0.161078 0.545103 0.7 -0.8 -0.8
C -2.370377 -0.834513 -1.301323 1.1 0.4 -2.0
C -1.141395 -1.652354 -0.767344 -2.4 -1.4 -3.3
H -2.395199 -1.145231 -2.370837 -0.7 0.4 0.6
H -3.316554 -1.016267 -0.857030 -0.7 -1.0 0.6
H -2.398532 0.284741 -1.313868 1.1 -0.8 0.1
H -0.931034 -1.330904 0.158917 1.9 1.5 3.1
H -0.335020 -1.722045 -1.573790 -0.9 0.2 1.7
H -1.553711 -2.669412 -0.528480 0.5 0.5 -0.8

=====

16
Properties=species:S:1:pos:R:3:forces:R:3 method="wB97M-V/def2-TZVPD" de_lowest_kcal_mol=3.89 homo_ev=-11.7 smiles=CC.CC homo_lumo_gap_ev=12.85 fmax_ev_per_a=0.7
C 1.934815 -1.528988 -1.445034 0.1 0.2 0.7
C 1.151317 -0.207790 -1.419477 0.6 -0.1 -0.4
H 2.970936 -1.410280 -1.772940 -0.2 0.0 -0.1
H 1.984484 -1.975170 -0.445537 0.0 0.1 -0.1
H 1.417165 -2.259889 -2.058035 0.2 0.0 -0.3
H 0.094555 -0.461981 -1.459563 -0.1 0.4 0.2
H 1.415615 0.407862 -2.287503 -0.3 -0.2 0.0
H 1.386680 0.428333 -0.563141 -0.2 -0.3 0.1
C -1.098291 0.480627 1.936663 -0.3 -0.2 -0.6
C -1.971047 1.288195 0.973384 -0.3 -0.2 -0.5
H -0.937424 1.017682 2.865287 0.1 -0.1 0.1
H -1.565040 -0.480779 2.148761 0.0 0.0 0.2
H -0.151004 0.255488 1.446134 0.2 0.1 0.3
H -1.754594 1.020384 -0.065948 0.3 0.2 0.1
H -1.840384 2.362176 1.110870 0.0 -0.1 -0.2
H -3.037784 1.064130 1.036076 0.0 0.1 0.5

=====

16
Properties=species:S:1:pos:R:3:forces:R:3 method="wB97M-V/def2-TZVPD" de_lowest_kcal_mol=10.93 homo_ev=-11.6 smiles=CC.CC homo_lumo_gap_ev=12.71 fmax_ev_per_a=1.5
C -0.394152 1.961173 -0.529039 -0.3 1.0 -0.6
C 0.726114 2.968710 -0.913844 -0.4 -0.8 1.2
H -1.209796 2.453489 0.013129 0.4 0.2 0.3
H -0.933010 1.651725 -1.433234 0.4 -0.8 0.3
H 0.004869 1.203160 0.144518 -0.3 -0.5 -0.6
H 0.283873 3.952969 -0.951713 0.3 0.4 -0.2
H 1.422371 2.904627 -0.070115 0.2 0.6 -0.3
H 1.284771 2.734076 -1.822057 -0.3 0.0 0.0
C -0.639019 -2.077465 1.196838 1.2 -0.4 -0.3
C 0.266219 -2.851723 0.229643 0.4 -0.2 -0.9
H -0.638564 -2.687584 2.102775 -0.4 0.5 0.2
H -0.106292 -1.140290 1.378117 -0.7 0.1 0.3
H -1.640638 -1.928465 0.796533 0.1 0.1 0.2
H -0.001276 -2.752863 -0.827744 -0.4 -0.1 0.2
H 0.272920 -3.920295 0.472105 0.1 0.2 -0.2
H 1.301608 -2.471244 0.214088 -0.3 -0.3 0.5

=====

16
Properties=species:S:1:pos:R:3:forces:R:3 method="wB97M-V/def2-TZVPD" de_lowest_kcal_mol=27.84 homo_ev=-11.1 smiles=CC.CC homo_lumo_gap_ev=12.25 fmax_ev_per_a=4.4
C 0.940545 -1.606077 0.749590 -0.7 -1.7 -2.2
C -0.174995 -1.281903 1.731151 2.0 2.3 1.2
H 1.026639 -2.707574 0.656244 0.0 0.4 0.2
H 0.665826 -1.334967 -0.340685 0.8 0.0 1.8
H 1.948000 -1.298559 1.041587 -0.4 0.5 -0.2
H 0.231680 -0.547511 2.468061 -0.1 -0.3 -0.4
H -0.470561 -2.054376 2.370925 -0.5 -1.6 0.5
H -1.024749 -0.749613 1.388936 -0.9 0.1 -1.0
C -0.154728 1.433767 -0.556180 1.9 -1.2 -1.6
C -0.639111 1.487874 -2.000103 -2.3 -3.8 0.4
H 0.249440 0.506659 -0.154354 -0.3 -0.2 -0.7
H 0.677933 2.044021 -0.580839 2.2 1.5 0.4
H -0.696657 1.804722 0.230794 -2.3 1.1 1.3
H -1.544537 0.716700 -2.007962 1.8 1.3 -0.7
H 0.108939 1.190631 -2.804134 -0.9 0.5 1.3
H -1.143665 2.396205 -2.193030 0.0 1.2 -0.5

=====

16
Properties=species:S:1:pos:R:3:forces:R:3 method="wB97M-V/def2-TZVPD" de_lowest_kcal_mol=6.21 homo_ev=-11.8 smiles=CC.CC homo_lumo_gap_ev=12.94 fmax_ev_per_a=1.1
C 1.868772 -1.835343 -0.924171 0.5 -0.7 0.1
C 2.055717 -0.653980 0.034564 -1.0 0.1 -0.3
H 1.817323 -1.524271 -1.960626 -0.1 0.1 -0.2
H 2.692004 -2.562428 -0.883784 -0.1 0.3 0.1
H 0.982160 -2.430123 -0.704559 -0.2 0.2 0.0
H 3.060681 -0.544107 0.416061 0.2 0.0 0.0
H 1.349404 -0.716056 0.863533 0.3 -0.2 0.3
H 1.738055 0.265767 -0.458599 0.4 0.1 -0.1
C -1.878977 1.911021 0.079536 -0.1 -0.5 0.2
C -2.051468 0.548968 0.783702 -0.3 0.6 0.2
H -1.795262 2.708411 0.815808 0.1 0.1 -0.2
H -0.993839 1.889069 -0.540709 0.2 0.3 -0.2
H -2.733015 2.104714 -0.568884 0.1 0.2 0.0
H -2.976213 0.096467 0.452438 -0.2 -0.3 0.0
H -2.129359 0.681125 1.864222 0.1 -0.1 0.0
H -1.238968 -0.133021 0.578223 0.2 -0.2 0.0

=====

16
Properties=species:S:1:pos:R:3:forces:R:3 method="wB97M-V/def2-TZVPD" de_lowest_kcal_mol=12.59 homo_ev=-11.5 smiles=CC.CC homo_lumo_gap_ev=12.63 fmax_ev_per_a=3.1
C 1.581964 -0.054352 -1.733130 1.4 0.6 -2.7
C 1.109429 -0.881869 -0.589236 -0.8 -0.4 0.7
H 2.413898 0.654907 -1.573602 -0.4 -0.3 0.7
H 1.996958 -0.634558 -2.584948 -0.1 -0.4 0.6
H 0.862515 0.528367 -2.323824 -0.5 0.0 0.9
H 1.840879 -1.598886 -0.212781 0.2 0.2 -0.2
H 0.211775 -1.479000 -0.836964 0.4 0.3 0.0
H 0.823814 -0.246263 0.250244 0.2 -0.2 -0.1
C -1.391800 -0.046547 1.760971 -0.4 1.3 0.6
C -1.275528 0.999070 0.632765 -1.9 -1.7 -0.6
H -2.389793 -0.469476 1.813970 0.0 -0.5 -0.2
H -0.606137 -0.788089 1.647415 -0.2 -0.2 0.2
H -1.271727 0.469277 2.733752 0.2 -0.3 -0.3
H -0.347390 1.496780 0.832180 0.3 0.8 -0.8
H -1.372998 0.428703 -0.327947 1.0 0.6 0.5
H -2.185857 1.621936 0.511135 0.8 0.3 0.8

=====

16
Properties=species:S:1:pos:R:3:forces:R:3 method="wB97M-V/def2-TZVPD" de_lowest_kcal_mol=28.88 homo_ev=-11.3 smiles=CC.CC homo_lumo_gap_ev=12.43 fmax_ev_per_a=2.7
C 0.136822 1.719971 0.149441 -2.2 -0.9 0.9
C 0.283360 1.736457 1.660936 1.2 -1.3 1.7
H -0.138018 0.605066 -0.031589 -0.4 2.4 -0.6
H -0.565556 2.621513 -0.148385 1.2 -2.4 0.0
H 1.114726 1.793845 -0.258345 0.8 0.6 -0.6
H 0.999683 0.850108 1.983884 -1.1 2.0 -0.5
H -0.601759 1.570888 2.314788 0.1 0.0 -1.0
H 0.659268 2.712944 1.980864 0.4 -0.3 0.2
C -0.945801 -1.664098 -0.736727 -1.0 -0.2 0.5
C 0.521242 -1.801946 -1.140965 -1.5 0.3 0.2
H -1.462666 -0.755114 -1.183221 0.3 -1.8 -0.7
H -1.510247 -2.656657 -0.650157 0.4 1.6 -0.7
H -0.993052 -1.246613 0.248610 0.3 -0.3 1.3
H 0.622891 -2.195083 -2.106877 0.0 -0.8 -1.5
H 1.080306 -2.463443 -0.492752 0.3 0.4 0.4
H 0.820682 -0.779752 -1.252932 1.2 0.4 0.5

=====

16
Properties=species:S:1:pos:R:3:forces:R:3 method="wB97M-V/def2-TZVPD" de_lowest_kcal_mol=4.05 homo_ev=-11.7 smiles=CC.CC homo_lumo_gap_ev=12.81 fmax_ev_per_a=0.9
C 1.553887 1.142907 1.277448 0.5 0.0 0.0
C 1.074408 2.108100 0.184964 -0.2 0.0 0.4
H 1.567458 0.110039 0.926948 -0.2 0.0 0.1
H 2.582440 1.354419 1.576356 0.0 0.1 -0.1
H 0.962717 1.199050 2.189323 -0.1 0.0 0.0
H 0.041087 2.395004 0.373858 -0.1 0.0 -0.1
H 1.102104 1.628331 -0.795980 0.2 0.3 0.0
H 1.644547 3.041603 0.199472 0.0 -0.2 -0.2
C -1.320003 -1.003285 -1.179948 0.1 0.7 -0.3
C -1.277861 -2.236022 -0.288530 0.1 -0.3 -0.8
H -2.303973 -0.626737 -1.472659 -0.1 -0.4 0.2
H -0.835575 -0.145587 -0.716665 0.1 0.0 0.3
H -0.777921 -1.153504 -2.111910 0.1 -0.2 -0.1
H -1.466589 -3.142158 -0.878702 -0.4 0.2 0.2
H -0.256590 -2.394472 0.040973 0.1 0.2 0.5
H -1.969699 -2.176173 0.549436 0.1 -0.1 0.0

=====

16
Properties=species:S:1:pos:R:3:forces:R:3 method="wB97M-V/def2-TZVPD" de_lowest_kcal_mol=10.68 homo_ev=-11.5 smiles=CC.CC homo_lumo_gap_ev=12.67 fmax_ev_per_a=2.3
C -1.371688 -2.094175 -0.259168 0.5 0.4 0.9
C -1.285713 -0.900786 0.708204 0.3 0.8 -0.8
H -0.634612 -2.068234 -1.058473 0.1 0.1 0.0
H -1.181196 -2.977403 0.347582 -0.1 -0.3 -0.4
H -2.337968 -2.144665 -0.702469 -0.8 -0.3 -0.3
H -0.377675 -0.336807 0.526373 0.6 -0.3 0.4
H -1.343138 -1.229065 1.737189 0.0 0.2 0.2
H -1.993766 -0.084115 0.537784 -0.6 -0.5 0.0
C 1.670905 0.884272 -0.556718 1.1 -0.2 2.0
C 0.926135 2.084772 -0.003112 0.4 0.9 0.5
H 1.073435 0.315301 -1.207835 -0.6 -0.8 -1.0
H 2.683117 1.022109 -0.927567 -0.2 0.7 -0.8
H 1.946840 0.249150 0.299123 -0.5 -0.2 -0.1
H 0.211694 2.535948 -0.685896 0.0 -0.1 -0.2
H 0.408461 1.861158 0.931697 -0.3 -0.3 -0.2
H 1.605169 2.882539 0.313286 0.1 0.0 -0.3

=====

Copy entry 9 word for word.
16
Properties=species:S:1:pos:R:3:forces:R:3 method="wB97M-V/def2-TZVPD" de_lowest_kcal_mol=12.59 homo_ev=-11.5 smiles=CC.CC homo_lumo_gap_ev=12.63 fmax_ev_per_a=3.1
C 1.581964 -0.054352 -1.733130 1.4 0.6 -2.7
C 1.109429 -0.881869 -0.589236 -0.8 -0.4 0.7
H 2.413898 0.654907 -1.573602 -0.4 -0.3 0.7
H 1.996958 -0.634558 -2.584948 -0.1 -0.4 0.6
H 0.862515 0.528367 -2.323824 -0.5 0.0 0.9
H 1.840879 -1.598886 -0.212781 0.2 0.2 -0.2
H 0.211775 -1.479000 -0.836964 0.4 0.3 0.0
H 0.823814 -0.246263 0.250244 0.2 -0.2 -0.1
C -1.391800 -0.046547 1.760971 -0.4 1.3 0.6
C -1.275528 0.999070 0.632765 -1.9 -1.7 -0.6
H -2.389793 -0.469476 1.813970 0.0 -0.5 -0.2
H -0.606137 -0.788089 1.647415 -0.2 -0.2 0.2
H -1.271727 0.469277 2.733752 0.2 -0.3 -0.3
H -0.347390 1.496780 0.832180 0.3 0.8 -0.8
H -1.372998 0.428703 -0.327947 1.0 0.6 0.5
H -2.185857 1.621936 0.511135 0.8 0.3 0.8